Formula: C20H85FNO32
Source: OMol25
Level of theory: ωB97M-V/def2-TZVPD

```
139
Properties=species:S:1:pos:R:3:lowdin_charge:R:1
C 4.52974 -4.80762 0.66313 0.035
C 4.30561 -3.66913 -0.00330 -0.047
C 3.35715 -2.63089 0.49529 -0.495
O 3.68285 -1.47835 0.40780 0.132
O 2.17252 -3.02335 1.04104 -0.053
C 2.08589 -2.66704 2.45119 -0.147
C 0.65142 -2.30586 2.87253 -0.150
C 0.53843 -0.79335 3.00629 -0.193
C -0.85867 -0.22809 3.30932 -0.191
C -2.06126 -0.92014 2.65870 -0.174
C -2.05207 -1.06551 1.10995 -0.106
C -3.34469 -0.51699 0.46303 -0.288
C -4.62065 -1.06291 1.11422 -0.072
C -4.52508 -2.50769 1.70123 -0.267
C -3.98688 -3.59475 0.79976 -0.037
O -5.43248 -3.43823 1.14986 -0.083
C -3.34209 1.02862 0.87109 -0.598
O -2.27342 1.61536 1.08684 -0.002
O -4.47468 1.62235 0.89122 -0.068
N -3.28550 -0.64539 -1.00556 -0.008
C -2.76373 0.49502 -1.74733 -0.151
C -1.22968 0.65758 -1.76060 -0.129
C -0.50564 -0.65271 -2.10525 -0.166
O 0.50584 -0.37983 -3.09969 -0.223
C 1.61217 0.29358 -2.54309 -0.111
C -4.36692 -1.25919 -1.67386 -0.374
C -3.94283 -2.17935 -2.84794 -0.017
F -5.29537 -0.33405 -2.22080 -0.029
H 3.71964 -5.17264 1.29146 0.079
H 5.47233 -5.32311 0.53363 0.067
H 4.87703 -3.48924 -0.90488 0.112
H 2.73336 -1.80898 2.63159 0.116
H 2.47381 -3.51865 3.01059 0.106
H 0.46335 -2.85003 3.80110 0.121
H -0.01357 -2.71873 2.11388 0.109
H 0.87602 -0.38277 2.04265 0.111
H 1.24760 -0.41698 3.74847 0.113
H -0.89917 0.82576 3.02303 0.100
H -1.01749 -0.29628 4.38203 0.083
H -2.99219 -0.47224 3.00302 0.098
H -2.06960 -1.94798 3.04161 0.096
H -1.20379 -0.47402 0.76484 0.094
H -1.83927 -2.08942 0.79386 0.105
H -5.49351 -1.05243 0.46906 0.105
H -4.89169 -0.51660 2.01029 0.090
H -4.27088 -2.59033 2.75864 0.096
H -3.83882 -4.53095 1.32134 0.106
H -3.75225 -3.40525 -0.23461 0.089
H -3.27983 1.43867 -1.54784 0.113
H -2.96768 0.34392 -2.81358 0.124
H -1.01880 1.31042 -2.61319 0.088
H -0.83468 1.16951 -0.88442 0.104
H -1.17015 -1.39293 -2.54358 0.104
H 0.01714 -1.06935 -1.23927 0.111
H 1.45882 1.37789 -2.54472 0.068
H 2.53311 0.10767 -3.10351 0.075
H 1.82215 -0.00849 -1.51134 0.088
H -4.98757 -1.89002 -1.04341 0.117
H -2.93925 -2.57152 -2.70160 0.063
H -4.06250 -1.64126 -3.78970 0.074
H -4.61488 -3.03984 -2.90141 0.073
O 0.00520 3.54542 1.48096 -0.054
H 0.70679 2.89163 1.41983 0.040
H -0.80884 3.02529 1.39259 0.017
O 2.96741 -1.12629 -5.70048 -0.059
H 2.37333 -0.99672 -4.95199 0.011
H 2.45573 -0.79810 -6.44469 0.030
O 4.14112 -3.90677 -5.10319 -0.076
H 3.78513 -3.02897 -5.30248 -0.010
H 3.35722 -4.44120 -4.94402 0.028
O -7.49155 0.14814 1.49272 -0.056
H -8.08064 0.64608 2.06717 0.036
H -6.70743 0.71205 1.38616 0.005
O 4.91555 -3.75559 3.95011 -0.057
H 5.40984 -2.93860 3.83018 0.046
H 5.00480 -4.19872 3.10122 -0.018
O -2.72066 0.63594 5.49157 -0.068
H -3.13555 0.61504 6.36068 0.028
H -2.96058 1.49598 5.12935 0.043
O -0.03741 5.38729 3.65794 -0.086
H 0.48796 6.14780 3.39535 0.018
H -0.15629 4.88329 2.83286 -0.011
O -4.98958 1.39780 3.72973 -0.057
H -4.93108 1.67237 2.79633 0.019
H -5.10353 2.22057 4.21585 0.055
O -4.87913 -0.24173 6.17407 -0.079
H -5.77957 -0.37738 6.48316 0.053
H -4.97849 0.14449 5.28949 0.014
O 0.51796 -4.77738 -0.56188 -0.060
H 1.02139 -5.55930 -0.80669 0.025
H 1.16684 -4.18478 -0.15320 -0.005
O 0.16450 3.29991 -3.46892 -0.053
H 0.12800 3.77698 -4.31108 0.022
H 0.25977 3.99965 -2.81055 0.036
O 7.60638 -4.21225 2.92454 -0.073
H 7.71744 -4.97003 3.50968 -0.004
H 8.50613 -3.94186 2.72548 0.022
O 2.37011 5.29726 -2.78700 -0.064
H 2.68255 4.46523 -3.16347 0.019
H 3.17634 5.78424 -2.57412 0.007
O -2.61287 3.82398 -2.57013 -0.048
H -2.86363 4.50905 -3.19745 0.041
H -1.84552 3.38485 -2.96852 -0.002
O -7.29790 2.99528 -0.52250 -0.066
H -6.34249 2.89577 -0.39757 0.012
H -7.62405 2.09208 -0.43542 0.024
O 3.86146 7.69749 -2.60968 -0.035
H 3.81516 8.17071 -3.44709 0.055
H 3.95378 8.39018 -1.94661 0.065
O 1.02453 4.43165 -6.06449 -0.044
H 1.35650 3.61020 -6.44215 0.050
H 1.81634 4.92663 -5.82676 0.045
O -3.80748 -3.03596 4.71470 -0.052
H -3.87670 -2.18533 5.17525 0.027
H -3.94874 -3.68798 5.40711 0.040
O 6.40022 -6.59885 4.07807 -0.052
H 5.63280 -6.43201 4.63614 0.049
H 6.09620 -6.37328 3.19236 0.024
O 9.95308 -5.66028 3.14152 -0.045
H 10.89758 -5.66836 3.32780 0.047
H 9.69568 -6.58847 3.16359 0.051
O 6.72407 7.34180 -4.11349 -0.060
H 5.90630 7.26714 -3.60472 -0.002
H 6.48525 7.86687 -4.88312 0.029
O 3.91565 2.85999 -1.77550 -0.056
H 4.20497 1.97185 -2.03174 -0.006
H 3.60883 2.76378 -0.86905 0.045
O 0.19467 -1.05309 -6.10220 -0.056
H 0.04999 -1.10825 -5.14395 0.027
H -0.01908 -0.13691 -6.30599 0.044
O 5.62701 0.61778 -2.35264 -0.046
H 5.86965 -0.22297 -2.75412 0.051
H 6.46308 1.05232 -2.15639 0.052
O -0.30423 6.74299 -1.48778 -0.060
H 0.41892 6.13471 -1.68425 -0.003
H -1.10146 6.20917 -1.58607 0.023
O -5.01528 5.32608 -0.87489 -0.062
H -4.29482 4.68339 -0.84655 0.018
H -5.80139 4.79323 -1.03810 0.007
```

Calculated values
- LUMO energy (eV) = 1.3
- multiplicity = 1
- orbital gap (eV) = 6.87
- total charge = -1
- HOMO (eV) = -5.542